Record 1
{
  "formula": "C30H63BClO16PS",
  "method": "ωB97M-V/def2-TZVPD",
  "e_homo_ev": -8.934,
  "lumo_ha": 0.0039,
  "smiles": "CCCOC[C@@]1(P(=O)(O)O)OS(=O)(=O)[C@](CCOC(C)=O)(B(O)O)[C@H](Cl)[C@@H]1CCCCCCCCCOC.COCCOC.COCCOC",
  "homo_lumo_gap_ha": 0.332,
  "total_charge": 0,
  "symbols": ["C", "C", "C", "O", "C", "C", "P", "O", "O", "O", "O", "S", "O", "O", "C", "C", "C", "O", "C", "C", "O", "B", "O", "O", "C", "Cl", "C", "C", "C", "C", "C", "C", "C", "C", "C", "C", "O", "C", "H", "H", "H", "H", "H", "H", "H", "H", "H", "H", "H", "H", "H", "H", "H", "H", "H", "H", "H", "H", "H", "H", "H", "H", "H", "H", "H", "H", "H", "H", "H", "H", "H", "H", "H", "H", "H", "H", "H", "H", "H", "H", "H", "C", "O", "C", "C", "O", "C", "H", "H", "H", "H", "H", "H", "H", "H", "H", "H", "C", "O", "C", "C", "O", "C", "H", "H", "H", "H", "H", "H", "H", "H", "H", "H"],
  "xyz": [[2.75853, -2.49144, 0.40857], [3.48557, -1.07290, 0.74130], [3.26275, 0.00932, -0.41631], [2.59895, 1.23636, 0.05290], [2.32222, 1.99919, -1.13442], [0.73599, 2.04790, -1.54791], [0.27262, 3.88671, -1.23962], [-1.21513, 4.15503, -1.09745], [0.91333, 4.72811, -2.58805], [1.03118, 4.53862, 0.15063], [0.80295, 1.89017, -2.99188], [-0.64601, 1.68464, -3.75891], [-1.57032, 2.85227, -3.78762], [-0.33549, 1.33563, -5.20605], [-1.38506, 0.13494, -3.02397], [-0.39208, -1.13365, -3.09689], [-0.19893, -1.73039, -4.56128], [0.39559, -3.08055, -4.43373], [0.96490, -3.36415, -5.72122], [2.42944, -2.81603, -6.11855], [0.37427, -4.02878, -6.59919], [-2.89438, -0.16364, -3.54133], [-3.81920, -1.07750, -2.93053], [-3.36076, 0.50167, -4.74924], [-1.50700, 0.48950, -1.42927], [-2.99461, 1.52050, -1.23648], [-0.15994, 1.00414, -0.74923], [-0.40833, 1.41500, 0.80580], [0.13973, 0.25891, 1.81586], [0.52255, 0.89440, 3.24302], [1.79882, 1.85495, 3.21368], [2.09640, 2.55324, 4.65245], [1.90416, 4.15882, 4.60293], [0.39998, 4.62706, 4.96293], [0.34457, 6.02484, 5.76900], [0.11224, 7.30278, 4.83135], [-1.29362, 7.61651, 4.61883], [-1.42179, 8.09192, 3.26078], [2.34820, -2.53403, -0.65804], [3.51138, -3.36047, 0.48212], [1.85503, -2.68303, 1.09594], [4.61099, -1.32188, 0.76889], [3.21680, -0.72062, 1.78793], [4.30091, 0.34369, -0.76775], [2.65564, -0.50531, -1.24674], [2.92810, 1.52349, -1.99427], [2.76629, 3.04562, -1.00697], [0.58963, 5.65488, -2.59610], [1.89318, 4.93412, -0.13648], [-0.84386, -1.95015, -2.42953], [0.61930, -0.87459, -2.60837], [0.58581, -1.08112, -5.09607], [-1.15524, -1.86749, -5.16034], [2.36186, -1.70161, -6.39454], [2.81472, -3.35590, -7.03974], [3.18420, -2.98289, -5.27936], [-4.70729, -0.97002, -3.34598], [-4.06832, -0.04793, -5.16028], [-1.74644, -0.52604, -0.93511], [0.49024, 0.05110, -0.66142], [0.14611, 2.36042, 1.10749], [-1.50313, 1.54493, 1.06759], [-0.73681, -0.44986, 2.00241], [0.98516, -0.35676, 1.36986], [0.74560, 0.08548, 4.03378], [-0.38804, 1.47360, 3.64086], [2.71989, 1.24180, 2.88640], [1.72405, 2.72151, 2.47073], [1.44122, 2.12775, 5.48749], [3.19305, 2.39252, 4.97037], [2.21356, 4.60536, 3.60057], [2.58573, 4.65737, 5.39059], [-0.12134, 3.83842, 5.62142], [-0.15916, 4.73330, 3.96368], [-0.51705, 5.96346, 6.52528], [1.30368, 6.15446, 6.37036], [0.59540, 8.20143, 5.34953], [0.65690, 7.10521, 3.83449], [-2.52934, 8.27438, 3.01686], [-1.05441, 7.29664, 2.51149], [-0.83670, 9.05636, 3.05487], [0.18781, -2.06963, 9.74198], [-0.20032, -2.84566, 8.61631], [-1.08390, -2.14408, 7.74560], [-0.34126, -1.52161, 6.56541], [0.58293, -0.52237, 6.99332], [1.90726, -1.02336, 7.11805], [1.09481, -2.50939, 10.16052], [0.39627, -1.03068, 9.48284], [-0.60089, -2.10119, 10.50115], [-1.65034, -1.38721, 8.29827], [-1.79827, -2.87722, 7.35758], [-1.07058, -1.02700, 5.91682], [0.16843, -2.28763, 5.96982], [2.38523, -1.04111, 6.13356], [1.93752, -2.02555, 7.55211], [2.46567, -0.34646, 7.76730], [-3.67987, -7.64234, -6.56604], [-3.78485, -6.22964, -6.67052], [-2.52451, -5.60191, -6.90370], [-2.30653, -5.30136, -8.38457], [-2.24224, -6.49528, -9.16241], [-3.48586, -6.82132, -9.76703], [-4.67009, -8.06957, -6.73513], [-2.99173, -8.06657, -7.29853], [-3.34714, -7.91387, -5.55836], [-1.70930, -6.21136, -6.50099], [-2.53348, -4.65480, -6.35573], [-1.34504, -4.79352, -8.49768], [-3.08451, -4.63262, -8.77061], [-3.61217, -6.23442, -10.68193], [-4.33497, -6.64200, -9.10307], [-3.46765, -7.88094, -10.02917]],
  "lowdin_charge": [-0.12, -0.20, -0.19, -0.18, -0.14, -0.36, 0.69, -0.32, -0.17, -0.19, -0.23, 0.78, -0.27, -0.31, -0.31, -0.09, -0.14, -0.08, -0.40, 0.00, 0.07, -0.59, 0.10, 0.09, -0.53, 0.74, -0.21, -0.12, -0.17, -0.19, -0.19, -0.19, -0.21, -0.20, -0.17, -0.24, -0.22, -0.14, 0.06, 0.08, 0.07, 0.11, 0.10, 0.14, 0.11, 0.14, 0.13, 0.09, 0.08, 0.15, 0.12, 0.13, 0.15, 0.09, 0.09, 0.09, 0.12, 0.11, 0.14, 0.13, 0.09, 0.11, 0.11, 0.08, 0.11, 0.12, 0.10, 0.09, 0.10, 0.11, 0.10, 0.10, 0.11, 0.11, 0.12, 0.10, 0.12, 0.12, 0.10, 0.09, 0.10, -0.11, -0.19, -0.20, -0.20, -0.21, -0.11, 0.09, 0.08, 0.09, 0.13, 0.12, 0.12, 0.13, 0.08, 0.08, 0.09, -0.12, -0.20, -0.20, -0.20, -0.19, -0.12, 0.09, 0.08, 0.09, 0.12, 0.12, 0.11, 0.13, 0.09, 0.08, 0.09]
}

***

Record 2
{
  "formula": "C4H12",
  "method": "ωB97M-V/def2-TZVPD",
  "de_lowest_ev": 0.1484,
  "e_homo_ev": -11.562,
  "lumo_ha": 0.0432,
  "smiles": "CC.CC",
  "homo_lumo_gap_ha": 0.468,
  "total_charge": 0,
  "symbols": ["C", "C", "H", "H", "H", "H", "H", "H", "C", "C", "H", "H", "H", "H", "H", "H"],
  "xyz": [[-1.38128, -0.68061, -0.91927], [-0.76223, -2.06146, -1.13874], [-0.81095, -0.08749, -0.20528], [-1.42990, -0.10669, -1.84587], [-2.36622, -0.74596, -0.45713], [-1.55889, -2.78655, -1.34403], [-0.30753, -2.43046, -0.21953], [-0.09814, -2.11753, -1.99929], [1.10219, 1.83572, 0.42468], [1.02263, 0.91578, 1.64908], [0.28454, 1.66771, -0.27236], [1.03102, 2.88576, 0.70142], [2.06117, 1.66296, -0.06777], [0.00756, 0.95688, 2.04026], [1.27027, -0.10863, 1.37943], [1.69016, 1.22357, 2.45261]],
  "lowdin_charge": [-0.16, -0.16, 0.02, 0.07, 0.06, 0.06, 0.06, 0.06, -0.17, -0.17, 0.04, 0.06, 0.06, 0.06, 0.06, 0.06]
}